1.
Formula: C21H66O12
Source: the Open Molecules 2025 dataset
Level of theory: ωB97M-V with the def2-TZVPD basis set

Spin multiplicity ... 2
E_LUMO (alpha / beta) ... 2.193 / 2.103 eV
Total charge ... -1
HOMO energy (alpha / beta) ... 0.0160 / -0.2808 hartree
Expectation value of S² ... 0.751

Geometry as XYZ:
```
99
Properties=species:S:1:pos:R:3:mulliken_spin:R:1
O -0.414 -5.880 1.266 -0.122
O 0.439 4.993 -2.176 -0.046
H 1.646 -3.886 -0.056 0.014
H -1.128 2.957 -2.508 0.035
H -4.908 -2.440 3.024 -0.015
H 1.123 0.342 0.547 -0.070
H -1.249 -3.272 2.691 0.035
H -2.446 -2.516 -7.632 -0.012
H 3.126 3.400 -1.384 -0.021
H 5.646 2.347 3.573 0.004
C -0.428 4.835 -3.271 0.056
H -0.638 -6.782 1.505 0.020
O 3.053 -2.357 -0.391 -0.493
C 0.001 -5.365 3.517 0.067
H 5.015 0.106 4.448 -0.003
O 0.908 -3.293 -3.430 0.314
C 5.189 1.535 3.007 0.121
H -0.171 0.204 -6.141 -0.061
H 2.516 -1.862 -1.009 0.100
H -0.614 4.929 4.918 -0.005
H 2.951 1.974 3.731 0.005
H 0.974 -5.255 3.038 0.006
C -3.830 -2.359 3.167 -0.009
H 1.167 -3.883 -2.722 0.067
O 1.606 3.371 2.859 -0.011
O 2.721 0.799 -3.119 -0.247
H -1.321 0.062 -8.212 0.002
C -1.988 -2.068 -6.750 0.043
H -2.412 -1.043 3.719 0.033
H 4.010 -1.146 2.434 -0.029
H -3.107 -0.259 -6.034 0.002
C -0.950 3.369 -3.502 0.000
H -3.419 -2.726 2.226 0.012
C 0.623 3.370 3.917 -0.017
H 0.892 5.590 4.272 0.002
H -0.749 2.289 2.567 0.009
C -1.000 -5.188 2.280 0.037
H -3.649 0.270 4.820 -0.002
H -0.674 0.425 0.648 -0.019
H 5.810 0.889 2.386 -0.059
H -0.099 -4.733 4.399 -0.020
H -1.378 6.847 -3.662 0.000
H -1.784 6.160 -2.218 0.000
H 2.773 0.084 2.237 0.147
C -1.463 -1.189 -1.434 0.101
H -1.430 -3.600 0.866 0.045
H 0.774 -1.776 -2.574 -0.038
H 1.256 3.947 2.176 0.016
H 1.692 -3.210 -3.973 -0.060
O 3.313 1.401 4.410 -0.045
H 3.162 0.201 -3.722 0.000
C -2.166 -0.556 -6.497 -0.038
H 1.282 4.653 -2.486 0.028
C 4.294 0.609 3.803 -0.113
H -4.786 0.172 2.033 -0.008
H 2.794 -0.957 3.646 0.065
H -2.012 -5.516 2.515 0.023
C -1.113 0.152 -5.595 0.104
H 0.270 1.251 -0.614 -0.096
H -3.004 -0.066 1.673 0.030
H 3.902 -1.915 -0.403 0.130
C 0.189 0.345 -0.014 0.324
H -3.515 -3.057 3.942 0.021
H -1.488 1.124 -5.273 -0.003
O 2.801 3.424 -0.484 0.103
H -1.355 2.373 4.269 -0.025
H -0.401 5.078 3.217 0.001
H 0.064 1.378 3.854 0.024
O -2.154 0.062 -7.735 -0.023
C -0.896 -3.787 1.798 -0.026
C -1.507 5.856 -3.227 0.004
H -1.032 -0.391 -4.653 0.102
C 3.431 -0.391 2.966 -0.041
H 0.138 -3.581 1.522 -0.014
C -3.477 -0.960 3.505 0.000
H -1.875 3.160 -4.039 -0.006
O 0.880 -1.006 -2.011 0.591
H 2.976 2.547 -0.142 0.015
H 0.132 5.198 -4.133 0.018
H -1.744 -0.284 -1.971 0.074
C 0.133 4.821 4.131 0.020
O -4.150 -0.532 4.654 -0.015
H 0.626 -4.963 0.244 0.113
H -1.494 -2.018 -2.141 -0.107
H -0.130 2.837 -3.985 -0.004
C -3.774 0.084 2.429 -0.063
H 0.051 -6.361 3.955 -0.019
H -0.964 -2.420 -6.629 -0.012
C -0.480 2.294 3.623 0.008
H 0.984 3.118 4.914 0.004
C -0.002 -0.973 -0.855 -0.282
H 2.006 0.282 -2.747 0.134
H -2.564 -2.505 -5.934 0.003
H -3.429 1.035 2.837 0.012
H -2.436 5.492 -3.666 -0.008
H -2.133 -1.240 -0.575 -0.011
H 4.483 1.951 2.288 0.015
H 0.346 -1.826 -0.272 -0.038
O 1.159 -4.601 -0.464 0.099
```

---

2.
Formula: C21H68O21
Source: the Open Molecules 2025 dataset
Level of theory: ωB97M-V with the def2-TZVPD basis set

E_LUMO ... -0.050 eV
HOMO energy ... -0.3397 hartree

Geometry as XYZ:
```
110
Properties=species:S:1:pos:R:3:lowdin_charge:R:1
H -0.992 -2.278 -0.162 0.054
H 4.316 -2.630 -1.502 0.068
H 1.093 0.808 0.364 0.125
H -2.098 0.150 -2.309 0.100
H -1.071 -4.748 -1.510 0.115
H -0.100 3.587 -6.144 0.075
O -4.371 0.159 0.177 -0.089
H 3.647 1.627 0.042 0.075
O 4.177 -2.993 1.300 -0.076
H -0.406 -6.056 0.187 0.124
H -2.728 -2.336 4.452 0.122
C -3.302 -2.065 2.416 -0.243
C -2.467 -2.733 3.471 -0.197
O 3.430 -1.347 -2.842 -0.135
C 2.878 -3.303 1.849 -0.233
H -2.652 -3.811 3.463 0.124
H -0.879 -4.136 -4.696 0.082
C 2.884 5.289 1.263 -0.271
H 2.406 5.231 2.257 0.125
H 3.081 -3.659 4.412 0.083
H -2.205 1.708 1.023 0.108
O -1.087 -2.458 3.223 -0.094
H -0.697 -0.719 3.240 0.039
H -2.035 1.674 -6.336 0.080
H 1.962 3.503 0.464 0.100
O -1.589 -3.007 -0.462 -0.092
O -1.702 4.699 2.532 -0.050
C -0.785 -4.174 -0.621 -0.240
H -1.029 1.523 6.005 0.124
O -0.061 1.368 -1.665 -0.100
H 2.173 -3.199 1.021 0.098
H 0.154 -0.650 -2.187 0.114
H 3.974 0.099 0.921 0.060
H -3.020 -2.413 1.418 0.104
H -2.873 3.105 2.897 0.111
H -0.744 2.140 -4.485 0.020
H -0.780 2.480 -0.534 0.065
C -0.826 -5.107 0.561 -0.212
H -0.003 4.475 0.177 0.043
H -1.746 -2.689 -5.178 0.081
H -3.531 -1.436 -0.869 0.118
H 2.401 7.153 1.057 0.088
H -0.729 -3.122 2.601 0.055
O -0.131 0.077 3.131 -0.119
O -3.971 -0.057 -2.983 -0.060
H -1.161 5.100 1.837 0.068
O -0.028 -4.560 1.624 -0.084
H 1.737 -0.763 0.018 0.119
O 3.326 -2.761 4.169 -0.049
C -2.467 3.627 2.030 -0.243
H -0.010 -5.246 2.309 0.112
O -0.671 3.074 -4.205 -0.140
H -3.219 1.450 -1.777 0.133
H -4.885 0.108 -2.729 0.078
C -1.528 0.709 -6.380 -0.104
H 4.814 -0.947 -1.312 0.067
H -0.106 4.885 -4.996 0.079
C -3.101 0.381 -1.946 -0.216
H -1.513 -3.029 -3.459 0.072
H 3.401 1.582 1.725 0.080
C 2.549 -2.419 3.029 -0.243
H -0.808 2.265 1.905 0.112
O -3.158 -0.681 2.520 -0.074
H -3.691 -0.248 1.815 0.069
C 0.101 0.581 4.434 -0.218
C 4.076 1.186 0.959 -0.196
H 0.256 -3.859 -0.799 0.126
O 5.335 1.723 1.251 -0.098
H 2.385 4.795 -0.720 0.122
C 0.670 0.112 -1.599 -0.165
O 0.104 -2.239 -4.485 -0.132
H 2.825 -4.357 2.153 0.117
H -1.518 2.011 4.422 0.107
H -2.499 -0.146 4.227 0.050
H 3.602 -0.578 -3.384 0.073
H 5.414 -1.937 -2.687 0.080
C -1.190 1.133 4.994 -0.247
H -0.294 -0.470 1.364 0.063
O -0.795 0.487 -5.148 -0.149
C 0.119 3.822 -5.092 -0.163
H -1.850 -5.333 0.878 0.127
H 1.188 3.676 -4.903 0.079
H 3.813 4.729 1.413 0.115
H 0.783 -2.630 -3.920 0.083
H -2.334 -0.022 -6.517 0.082
H 5.957 1.464 0.564 0.078
C -1.042 -3.085 -4.445 -0.131
H -0.621 -0.456 -5.036 0.043
O -0.306 -0.706 0.418 -0.081
H 0.873 1.352 4.392 0.123
H -0.351 1.586 -2.565 0.066
C 1.976 4.583 0.283 -0.241
C 0.851 -0.128 -0.149 -0.213
H -0.851 0.692 -7.242 0.085
C -3.293 -0.394 -0.652 -0.190
O -2.166 0.132 5.111 -0.066
H 0.462 -0.205 5.110 0.126
H -5.175 0.195 -0.348 0.089
H 1.468 -2.550 3.242 0.106
H -3.287 3.939 1.373 0.123
H 2.560 -1.349 2.824 0.117
C -1.629 2.615 1.261 -0.215
H -4.350 -2.363 2.582 0.132
H 1.623 0.327 -2.085 0.111
H 4.829 -3.544 1.743 0.083
O -1.168 3.194 0.040 -0.094
O 3.171 6.608 0.862 -0.053
H -2.398 -0.309 -0.042 0.083
C 4.553 -1.718 -2.042 -0.137
O 0.676 5.181 0.345 -0.099
```

---

Values for energy, eV, ordered as above
-47414.3137, -65872.6381
Values for energy above the lowest of the compared OMol25 structures with the same formula, charge and spin, kcal/mol, ordered as above
0.0, 2.1